(1)
74
Properties=species:S:1:pos:R:3:forces:R:3:lowdin_charge:R:1 method="wB97M-V/def2-TZVPD" total_charge=+3 e_above_lowest_kcal_mol=0.0 energy_ev=-71384.5222 homo_lumo_gap_ev=6.802 e_lumo_ev=-9.863
Sn 0.5827 -0.4955 0.4557 0.2469 0.1189 -0.1701 1.357
C -1.8711 0.0708 -3.2701 -0.0149 -0.0098 -0.0071 -0.010
C -1.8311 1.3510 -2.4803 0.0432 0.0112 0.0270 -0.203
C -1.9552 2.5824 -3.1164 0.0047 0.0134 0.0092 -0.018
C -1.9219 3.7665 -2.3954 -0.0114 -0.0108 -0.0186 -0.054
C -1.7463 3.7412 -1.0200 -0.0317 0.0012 0.0217 -0.033
C -1.6133 2.5344 -0.3409 0.0341 -0.0229 -0.0135 -0.227
C -1.4419 2.5001 1.1526 0.0065 0.0213 0.0034 -0.043
C -1.6733 1.3582 -1.0907 -0.0171 0.0299 -0.0843 -0.234
N -1.4956 0.0949 -0.4238 -0.0463 -0.0861 0.2469 -0.024
C -2.4622 -0.6891 -0.1466 -0.0598 0.0246 0.0432 -0.227
C -3.9034 -0.3897 -0.3433 -0.0146 -0.0162 -0.0673 0.039
C -2.0512 -2.0484 0.4093 0.1033 -0.0088 -0.0210 -0.201
C -3.0508 -3.1418 0.4449 -0.0280 0.0108 0.0437 0.043
N -0.8219 -2.1816 0.7482 0.0271 -0.0030 0.1396 -0.011
C -0.2603 -3.4404 1.1952 0.0000 -0.0683 0.0167 -0.242
C -0.4892 -3.9082 2.4892 0.0279 -0.0146 -0.0398 -0.203
C -1.3881 -3.1978 3.4598 0.0165 0.0049 -0.0008 -0.024
C 0.1486 -5.0938 2.8531 -0.0157 0.0166 -0.0058 -0.005
C 0.9608 -5.7755 1.9632 0.0123 -0.0082 -0.0059 -0.023
C 1.1650 -5.2827 0.6805 0.0143 0.0052 -0.0030 -0.012
C 0.5632 -4.0993 0.2765 -0.0325 -0.0523 0.0012 -0.237
C 0.7592 -3.5629 -1.1141 0.0045 0.0043 -0.0417 -0.022
H -1.7575 0.2749 -4.3321 -0.0030 -0.0036 -0.0034 0.096
H -2.8240 -0.4494 -3.1488 0.0005 0.0004 0.0018 0.088
H -1.0771 -0.6200 -2.9765 0.0025 0.0011 -0.0030 0.077
H -2.0967 2.6068 -4.1896 -0.0026 -0.0011 -0.0032 0.130
H -2.0517 4.7124 -2.9051 -0.0072 -0.0005 -0.0016 0.125
H -1.7472 4.6667 -0.4570 -0.0029 -0.0020 0.0018 0.125
H -1.6289 3.4826 1.5824 0.0180 0.0031 0.0016 0.099
H -0.4214 2.2134 1.4393 -0.0139 -0.0073 0.0031 0.038
H -2.1268 1.8001 1.6300 -0.0285 -0.0141 0.0208 0.052
H -4.0637 0.6784 -0.4723 0.0035 -0.0031 -0.0118 0.110
H -4.4872 -0.7554 0.5021 -0.0041 0.0131 0.0038 0.112
H -4.2807 -0.9016 -1.2335 -0.0045 -0.0086 0.0071 0.117
H -3.6713 -3.1208 -0.4514 0.0067 -0.0115 -0.0057 0.114
H -3.7233 -2.9946 1.2962 -0.0086 0.0091 -0.0069 0.121
H -2.5719 -4.1123 0.5491 -0.0058 -0.0039 0.0091 0.112
H -1.2908 -2.1148 3.3974 -0.0057 -0.0552 -0.0227 0.003
H -1.1574 -3.4969 4.4802 0.0021 -0.0012 0.0007 0.100
H -2.4366 -3.4520 3.2878 -0.0071 -0.0035 0.0039 0.093
H -0.0062 -5.4862 3.8501 -0.0028 0.0026 -0.0007 0.132
H 1.4339 -6.6997 2.2663 0.0041 0.0029 -0.0011 0.127
H 1.7900 -5.8270 -0.0161 -0.0005 -0.0011 -0.0018 0.130
H 1.4339 -4.1993 -1.6827 -0.0082 -0.0023 -0.0067 0.103
H 1.2222 -2.5617 -1.1213 0.0008 -0.0020 0.0098 0.031
H -0.1794 -3.4941 -1.6680 0.0000 -0.0016 -0.0028 0.094
C 3.7839 -1.6176 1.2622 0.0486 0.0089 0.0150 -0.073
O 2.3741 -1.9138 1.4215 -0.1711 -0.0429 0.0734 -0.339
H 4.3828 -2.3839 1.7466 -0.0195 -0.0085 0.0059 0.108
H 3.9965 -0.6590 1.7310 -0.0088 0.0046 -0.0069 0.087
H 4.0306 -1.5906 0.2023 -0.0048 -0.0016 -0.0019 0.090
H 2.2575 -2.7785 1.8372 -0.0435 -0.0163 -0.0544 0.094
Cl 0.8311 0.2146 3.3121 -0.0517 -0.1305 0.0171 0.501
C -0.3966 0.8218 4.5053 0.0155 0.0332 -0.0306 -0.880
Cl -2.0201 0.3061 4.1157 -0.0197 0.0944 -0.0039 0.621
H -0.3298 1.9024 4.4846 -0.0232 0.0032 0.0167 0.044
H -0.0890 0.4060 5.4578 -0.0244 0.0021 0.0114 0.050
C 2.5506 5.0001 -0.1324 0.0309 0.0470 -0.1587 -0.137
Si 3.0498 3.7643 -1.3874 -0.0225 -0.0025 -0.0135 0.915
C 1.6831 4.0170 -3.6129 0.0495 -0.0127 0.0760 -0.092
C 4.8153 3.3370 -1.5987 -0.0672 0.1140 -0.1109 -0.140
C 1.7670 2.9909 -2.4303 -0.0023 -0.1588 0.1812 -0.296
H 2.9860 5.9802 -0.3512 0.0252 -0.0091 -0.0096 0.070
H 2.9453 4.7095 0.8465 0.0105 -0.0222 -0.0103 0.061
H 1.4679 5.1036 -0.0764 -0.0070 0.0017 0.0095 0.044
H 2.3663 4.8761 -3.5251 0.0137 0.0447 -0.0218 0.075
H 0.6800 4.4301 -3.6741 0.0209 0.0406 0.0125 0.075
H 1.9305 3.5305 -4.5521 0.0361 0.0255 -0.0081 0.095
H 5.3705 4.1925 -1.9990 -0.0133 0.0192 0.0155 0.071
H 4.9575 2.4927 -2.2716 0.0041 -0.0048 0.0062 0.055
H 5.2658 3.1175 -0.6259 -0.0248 0.0076 0.0120 0.061
H 2.0535 2.0010 -2.7827 0.0408 0.0253 -0.0570 0.082
H 0.8068 2.9070 -1.9163 0.0055 0.0670 -0.0310 0.045

---

(2)
71
Properties=species:S:1:pos:R:3:forces:R:3:lowdin_charge:R:1 method="wB97M-V/def2-TZVPD" total_charge=+1 e_above_lowest_kcal_mol=0.0 energy_ev=-34697.3635 homo_lumo_gap_ev=8.527 e_lumo_ev=-2.086
C 2.7690 3.9972 -1.0810 -0.0753 -0.3017 0.0764 -0.024
C 2.1009 2.8807 -1.8710 0.5327 0.2743 -0.3126 -0.350
C 1.9446 3.2598 -3.3411 0.0238 -0.1691 0.0606 -0.037
N 0.7733 2.4741 -1.2820 -0.1137 -0.3279 -0.1957 -0.043
C -0.2575 3.5393 -1.4024 -0.6614 0.3656 -0.0666 -0.100
C -1.5343 3.0285 -2.0902 0.3008 0.0584 0.0540 -0.162
N -1.1857 2.4524 -3.3817 -0.3837 0.2276 -0.2883 -0.068
C -1.8227 1.1864 -3.7200 0.2183 -0.1661 0.3044 -0.148
C -1.2093 0.0683 -2.8656 -0.5159 -0.0622 -0.1635 -0.326
O 0.2075 0.1972 -2.8513 0.3439 -0.2834 -0.0641 -0.056
C -1.6771 -1.3449 -3.2804 0.2392 0.2401 -0.0240 -0.129
O -2.5086 -1.9248 -2.3132 -0.2257 -0.2019 0.3198 -0.034
C -1.9717 -2.2678 -1.0934 -0.1488 -0.0266 0.1552 -0.258
C -2.8706 -2.7494 -0.1462 0.0063 0.1169 -0.3361 0.016
C -2.4388 -3.1110 1.1148 0.1205 0.0306 -0.0125 -0.005
C -1.1015 -2.9941 1.4751 0.0315 0.0405 -0.0575 -0.187
C -0.5498 -3.3997 2.8321 -0.0179 -0.1869 0.0617 -0.462
C -1.6419 -3.6464 3.8817 0.0934 0.0104 -0.1463 -0.032
C 0.2194 -4.7130 2.6322 -0.0511 0.1600 0.0943 -0.033
C 0.3254 -2.2615 3.3347 0.0874 0.0216 0.0565 -0.190
C -0.2419 -0.9940 3.4455 0.0569 0.0548 0.0940 -0.046
C 0.4922 0.0784 3.9181 -0.1019 0.0335 0.0305 -0.104
C 1.8208 -0.0901 4.2730 0.1269 0.0435 0.0199 -0.095
C 2.3971 -1.3419 4.1606 0.1233 0.1145 0.0496 -0.073
C 1.6549 -2.4185 3.7015 -0.1025 -0.0709 -0.0442 -0.023
C -0.2139 -2.5159 0.5199 -0.1892 -0.0904 0.0228 -0.020
C -0.6304 -2.1561 -0.7496 0.0303 0.0288 -0.3259 -0.020
C 0.8958 1.9322 0.1191 0.0047 -0.3440 0.5847 -0.324
C 1.9179 0.8028 0.1862 0.0695 0.2167 0.0034 -0.016
C -0.4351 1.4011 0.6346 0.0193 0.2341 -0.0931 -0.013
H 2.1266 4.8691 -0.9919 -0.0820 0.1261 -0.0109 0.090
H 3.6699 4.3023 -1.6063 0.0534 0.0171 -0.0621 0.099
H 3.0642 3.6765 -0.0864 0.0392 0.0100 0.1268 0.081
H 2.7238 1.9858 -1.8269 -0.1669 0.0344 0.0522 0.137
H 1.6519 4.2981 -3.4700 -0.0639 0.1176 -0.0153 0.087
H 2.8992 3.1309 -3.8433 0.1258 0.0148 0.0171 0.096
H 1.2087 2.6286 -3.8307 -0.0189 -0.0139 -0.0683 0.063
H 0.4613 1.6828 -1.8948 0.2113 0.2257 0.1268 0.121
H -0.4915 3.9421 -0.4172 0.1334 -0.0168 0.0020 0.135
H 0.1462 4.3472 -2.0089 0.0397 -0.0431 0.0932 0.117
H -2.0225 2.2730 -1.4745 -0.0131 0.0370 0.0333 0.111
H -2.2269 3.8734 -2.1776 0.0302 -0.0947 0.0602 0.135
H -1.3355 3.1238 -4.1245 0.0338 -0.0367 0.0704 0.130
H -1.6140 0.9883 -4.7745 -0.0697 -0.0402 -0.0201 0.135
H -2.9117 1.1867 -3.5780 0.0250 -0.0682 -0.0558 0.140
H -1.5100 0.2038 -1.8225 0.0172 -0.0355 -0.1244 0.124
H 0.5335 0.1110 -3.7557 0.0806 0.0510 0.0232 0.126
H -2.2876 -1.3026 -4.1856 0.0814 -0.0070 0.0539 0.139
H -0.8006 -1.9769 -3.4797 -0.0561 0.0944 -0.0074 0.140
H -3.9081 -2.8418 -0.4243 -0.1510 -0.0085 -0.0263 0.123
H -3.1643 -3.4876 1.8167 -0.0900 -0.0444 0.1178 0.112
H -1.1749 -3.8267 4.8477 0.0122 -0.0278 0.0654 0.098
H -2.3025 -2.7892 3.9812 -0.1032 0.0687 0.0388 0.085
H -2.2326 -4.5218 3.6243 -0.1205 -0.0877 -0.0122 0.088
H 1.0511 -4.5863 1.9436 0.1104 -0.0269 -0.0522 0.086
H -0.4522 -5.4594 2.2131 -0.0381 -0.0558 -0.0224 0.096
H 0.5931 -5.0888 3.5814 0.0984 -0.0793 0.0967 0.090
H -1.2751 -0.8501 3.1616 -0.1178 0.0121 -0.0379 0.121
H 0.0245 1.0477 4.0286 -0.0449 0.0689 0.0100 0.104
H 2.3962 0.7451 4.6436 0.0554 0.0629 0.0508 0.103
H 3.4297 -1.4874 4.4407 0.0923 -0.0153 0.0284 0.106
H 2.1298 -3.3840 3.6390 0.0305 -0.1417 -0.0340 0.107
H 0.8330 -2.4182 0.7692 0.1221 0.0181 0.0306 0.122
H 0.1058 -1.8057 -1.4555 0.0357 0.0647 -0.1104 0.098
H 1.2141 2.7665 0.7506 -0.0302 0.0031 -0.1600 0.148
H 2.9425 1.1519 0.1020 0.1185 0.0055 -0.0498 0.084
H 1.8259 0.3054 1.1485 -0.0471 -0.0250 0.1101 0.083
H 1.7188 0.0669 -0.5886 -0.0074 -0.1306 -0.1238 0.085
H -0.7410 0.5191 0.0783 -0.0757 -0.1452 -0.0568 0.074
H -1.2284 2.1414 0.6210 -0.1320 0.0790 -0.0080 0.082
H -0.2986 1.0895 1.6667 0.0404 -0.0076 -0.0070 0.064

---

(3)
83
Properties=species:S:1:pos:R:3:forces:R:3:mulliken_spin:R:1 method="wB97M-V/def2-TZVPD" total_charge=+1 e_above_lowest_kcal_mol=21.0 spin_multiplicity=2 energy_ev=-95776.0528 s_squared=0.759 homo_lumo_gap_ev="7.675 / 8.185" e_lumo_ev="-2.700 / -2.190"
Co -0.4120 1.2407 0.1342 -0.2445 0.6746 -0.3218 0.889
C 0.5110 -0.6916 -2.5522 0.3632 -0.1413 0.1579 0.024
C 1.9768 -0.8623 -2.1694 -0.1797 0.1307 -0.1141 -0.010
C 2.8742 -0.5073 -3.3606 -0.0157 -0.0810 0.0559 0.000
C 2.3640 -0.0389 -0.9719 0.1416 -0.1561 -0.0660 0.000
C 3.6642 0.0476 -0.4624 -0.0170 0.0897 0.0664 -0.002
C 3.5911 0.9665 0.5616 -0.0417 -0.1531 -0.1821 0.003
N 2.3278 1.3911 0.6535 0.4559 0.0129 0.0809 0.004
N 1.5613 0.7670 -0.2695 -1.0439 0.1835 0.4093 -0.022
B 1.7891 2.4408 1.6451 -0.4301 -0.2407 -0.1948 -0.002
N 0.8457 1.7224 2.6105 0.2397 0.0749 0.5233 -0.011
C 0.9898 1.5978 3.9347 -0.1602 -0.0789 0.0301 -0.002
C -0.0606 0.8439 4.4062 -0.0019 0.0164 -0.0200 0.008
C -0.8342 0.5382 3.2793 0.1898 -0.0552 0.2432 0.000
N -0.2584 1.0692 2.1931 0.0747 0.0064 -0.3752 0.055
C -2.1554 -0.1742 3.3562 -0.1767 0.2209 -0.3350 -0.012
C -3.2589 0.8519 3.6578 0.0538 -0.0975 0.0537 0.001
C -2.5021 -0.9703 2.1029 0.1322 -0.0274 0.2123 0.013
N 1.0192 3.4938 0.8216 0.1847 0.4031 0.1110 -0.017
C 1.1857 4.8209 0.8204 -0.1094 0.0798 -0.1107 0.000
C 0.4747 5.3435 -0.2402 -0.0207 -0.0054 0.0098 0.004
C -0.1166 4.2419 -0.8699 0.2547 0.1411 0.0309 -0.006
N 0.2140 3.1335 -0.1991 -0.1806 -0.3024 0.1289 0.046
C -0.8689 4.2565 -2.1726 -0.2165 -0.3437 0.1385 0.003
C -2.3871 4.2888 -1.9771 0.1231 0.1458 -0.0626 0.002
C -0.4675 3.0549 -3.0310 -0.0033 0.2957 0.0416 -0.005
H 0.2425 -1.3775 -3.3572 -0.0139 -0.0095 -0.0250 0.000
H -0.1088 -0.8933 -1.6801 0.5914 -0.3086 -0.3127 0.000
H 0.3402 0.3306 -2.8975 0.0056 0.0079 -0.0455 -0.005
H 2.1565 -1.9122 -1.9131 -0.0646 0.0286 0.0519 0.001
H 2.7917 0.5541 -3.5988 0.0076 0.0129 0.0007 0.000
H 3.9191 -0.7303 -3.1507 0.0177 0.0406 -0.0264 0.000
H 2.5743 -1.0793 -4.2401 0.0216 -0.0116 -0.0150 0.000
H 4.5364 -0.4878 -0.7932 0.0014 0.0185 -0.0637 0.000
H 4.3533 1.3448 1.2206 -0.0297 0.0534 0.0237 0.000
H 2.6821 2.9489 2.2456 0.0938 0.0407 0.0589 0.000
H 1.8187 2.0536 4.4484 0.0315 0.0125 -0.0352 0.000
H -0.2559 0.5432 5.4206 -0.0097 0.0203 0.0173 0.001
H -2.0925 -0.8637 4.2010 0.0497 -0.0048 -0.0223 0.000
H -3.3389 1.5719 2.8435 -0.0133 0.0316 -0.0013 0.000
H -4.2191 0.3471 3.7791 -0.0174 0.0208 0.0155 0.000
H -3.0401 1.4030 4.5719 -0.0216 0.0066 0.0069 0.000
H -2.4863 -0.3030 1.2420 -0.0600 -0.1432 0.0731 0.006
H -1.7863 -1.7720 1.9372 -0.0268 -0.0334 -0.0368 -0.001
H -3.4984 -1.4044 2.2003 -0.0285 0.0162 -0.0596 0.000
H 1.7993 5.3068 1.5596 0.0620 -0.0493 0.0000 0.000
H 0.4061 6.3746 -0.5396 0.0222 0.0107 -0.0246 0.000
H -0.5793 5.1740 -2.6889 0.0506 -0.0053 0.0321 -0.001
H -2.7305 3.3420 -1.5667 -0.0506 -0.0034 0.0016 0.001
H -2.6782 5.0845 -1.2921 -0.0494 -0.0123 0.0015 0.000
H -2.8806 4.4532 -2.9360 -0.0457 -0.0062 0.0172 0.000
H -0.6911 2.1387 -2.4811 -0.0139 -0.0270 -0.1039 0.013
H -1.0184 3.0549 -3.9721 -0.0156 -0.0589 0.0008 -0.001
H 0.6001 3.0727 -3.2506 0.0164 -0.0921 0.0104 0.000
C -5.6979 1.2839 -0.3704 -0.2116 -0.1337 -0.1315 0.000
O -4.5610 1.8674 0.2675 0.2127 0.1895 0.0883 0.000
C -3.3340 1.5018 -0.0350 -0.1194 -0.4764 -0.5006 0.011
O -2.3810 2.0212 0.5138 1.0718 0.0828 0.3146 -0.008
N -3.1427 0.5440 -0.9870 -0.1075 0.0041 0.0330 -0.001
N -1.8268 0.0641 -1.1327 -0.6127 0.1624 -0.0453 0.022
H -6.5596 1.7661 0.0788 0.0290 0.0014 -0.0036 0.000
H -5.7565 0.2111 -0.1752 0.0576 0.0182 0.0373 0.000
H -5.6989 1.4825 -1.4432 0.0732 0.0282 0.0165 0.000
H -3.9010 -0.0032 -1.3582 -0.0095 -0.0477 0.0430 0.000
H -1.5734 0.0546 -2.1137 -0.1529 0.0864 0.0658 0.002
H -1.7446 -0.8783 -0.7547 -0.0551 -0.1798 0.0181 -0.008
C 1.4063 -6.2971 -2.2021 -0.0386 0.0442 -0.0673 0.000
C 1.7528 -5.5806 -0.9417 0.0979 -0.0481 0.0370 0.000
C 2.6233 -6.0414 -0.0006 0.0092 -0.0367 0.0304 0.000
C 2.8432 -5.2516 1.1549 -0.2205 0.0791 -0.2392 0.000
N 2.2048 -4.1189 1.3592 0.2273 -0.0459 0.2003 0.000
C 1.3240 -3.6644 0.4534 -0.3088 -0.0049 -0.3073 0.002
S 0.4054 -2.2938 0.6866 -0.0972 0.1417 0.0579 0.003
N 1.1500 -4.3894 -0.7141 0.2888 -0.1581 0.2512 0.000
C 3.8157 -5.6828 2.1998 0.0368 -0.0311 0.0516 0.000
H 1.8934 -7.2671 -2.2377 0.0088 0.0037 -0.0039 0.000
H 1.7181 -5.7175 -3.0729 0.0205 0.0014 0.0012 0.000
H 0.3271 -6.4438 -2.2687 0.0012 -0.0254 0.0018 0.000
H 3.1236 -6.9887 -0.1301 -0.0049 -0.0026 -0.0329 0.000
H 0.5043 -4.0070 -1.3885 -0.0896 0.0053 0.0451 0.000
H 4.0827 -6.7316 2.0899 0.0225 0.0037 0.0275 0.000
H 3.3976 -5.5011 3.1878 -0.0129 -0.0106 -0.0023 0.000
H 4.7224 -5.0797 2.1216 0.0017 0.0002 -0.0377 0.000